# 1
Formula: H3N2OS
Source: OMol25
Level of theory: ωB97M-V/def2-TZVPD

Last column: Mulliken charge in e.
CARTESIAN COORDINATES (ANGSTROEM)
N -0.11903 -0.50135 0.46909  -0.311
N 0.96384 -1.14977 0.56962  -0.036
O 0.95078 -2.40585 0.36593  -0.598
S -0.22482 2.33456 -0.33673  -0.589
H -0.95837 -1.04909 0.19826  0.129
H -0.04573 0.99421 0.21909  0.345
H -0.56669 1.77730 -1.48526  0.061

Force components x, y, z for each atom (eV/Å):
-0.257 0.693 0.118
0.101 -1.095 -0.201
-0.220 0.734 0.128
0.114 0.755 0.240
0.552 -0.384 0.050
-0.162 -0.603 0.150
-0.128 -0.099 -0.486

frontier orbital gap = 0.29555 hartree
LUMO level = 4.22 eV
E_tot = -584.702593 hartree
max |F| = 1.12 eV/A
net charge = -1

# 2
Formula: H3N3O
Source: OMol25
Level of theory: ωB97M-V/def2-TZVPD

Last column: Mulliken charge in e.
CARTESIAN COORDINATES (ANGSTROEM)
N 0.30340 -0.05266 -1.72009  0.132
N 0.40213 0.44795 -2.70321  -0.136
N -0.36656 -0.80083 1.51341  -0.408
O -0.15886 0.51726 1.94339  -0.403
H -0.95717 -1.20101 2.22048  0.242
H -0.90307 -0.61642 0.61729  0.242
H 0.75834 0.51813 1.98435  0.331

Force components x, y, z for each atom (eV/Å):
0.214 1.266 -2.457
-0.224 -1.246 2.440
-0.876 -0.034 -2.251
-1.657 0.815 0.478
-0.586 -0.294 -0.047
0.527 -1.081 1.531
2.602 0.574 0.307

frontier orbital gap = 0.41526 hartree
SMILES = N#N.NO
LUMO level = 1.36 eV
E_tot = -241.273626 hartree
max |F| = 2.77 eV/A
net charge = 0

# 3
Formula: H3N3O
Source: OMol25
Level of theory: ωB97M-V/def2-TZVPD

Last column: Mulliken spin population.
CARTESIAN COORDINATES (ANGSTROEM)
N -0.71115 1.31470 -0.29545  1.037
N 0.74562 -0.97718 1.26077  0.222
N 0.44188 -1.00027 0.09543  0.411
O 0.60797 -1.54531 -0.89060  0.357
H 0.02773 1.57577 -0.93937  -0.021
H -1.33809 0.87438 -0.96075  -0.021
H 0.22604 -0.24209 1.72996  0.014

Force components x, y, z for each atom (eV/Å):
-0.192 0.354 0.088
1.285 -1.078 1.445
-2.495 3.445 2.792
1.552 -3.097 -4.108
0.623 0.359 -0.071
-0.628 -0.293 -0.069
-0.145 0.311 -0.077

frontier orbital gap (spin up / spin down) = 0.35164 / 0.36157 hartree
multiplicity = 3
LUMO level (spin up / spin down) = 1.09 / -1.40 eV
E_tot = -241.102204 hartree
max |F| = 5.37 eV/A
net charge = 0

# 4
Formula: H3N3O2
Source: OMol25
Level of theory: ωB97M-V/def2-TZVPD

Last column: Mulliken charge in e.
CARTESIAN COORDINATES (ANGSTROEM)
N 0.42800 -0.44752 0.13164  -0.387
N -0.63453 0.37168 -0.03447  -0.390
N -1.82493 -0.11569 -0.02212  0.992
O -2.31959 -1.26649 0.05225  -0.650
O -2.67135 0.88400 0.13257  -0.451
H 0.18876 -1.31743 0.45382  0.212
H 1.32183 -0.06864 0.31769  0.235
H -1.81478 1.35259 -0.25848  0.438

Force components x, y, z for each atom (eV/Å):
-1.034 0.648 -1.747
-0.131 -0.337 0.261
0.767 -4.803 1.653
1.974 0.907 -0.113
1.155 2.433 -2.098
-0.344 -2.589 0.994
0.235 0.753 0.154
-2.622 2.988 0.894

frontier orbital gap = 0.35839 hartree
SMILES = N/N=[N+](\[O-])O
LUMO level = 0.84 eV
E_tot = -316.337180 hartree
max |F| = 5.14 eV/A
net charge = 0

# 5
Formula: H3N3O2
Source: OMol25
Level of theory: ωB97M-V/def2-TZVPD

Last column: Mulliken charge in e.
CARTESIAN COORDINATES (ANGSTROEM)
N -1.16151 0.56853 0.99953  -0.407
N 0.01111 0.54436 -0.70677  -0.472
N 0.94717 -0.50096 -0.54219  1.170
O 0.65996 -1.37400 0.25373  -0.598
O 1.87380 -0.47828 -1.32684  -0.561
H -1.96561 -0.09155 0.69226  0.287
H -0.70036 -0.15276 1.46984  0.302
H 0.33546 1.48467 -0.83956  0.278

Force components x, y, z for each atom (eV/Å):
-0.770 0.293 -4.207
-3.320 -2.083 3.349
-0.555 0.918 -0.281
0.489 0.270 -0.420
-0.163 -0.011 0.483
1.227 1.670 -0.410
2.137 -1.344 1.142
0.955 0.286 0.343

frontier orbital gap (spin up / spin down) = 0.34267 / 0.34393 hartree
LUMO level (spin up / spin down) = -1.48 / -1.45 eV
E_tot = -316.304094 hartree
max |F| = 5.16 eV/A
net charge = 0

# 6
Formula: H3N3O2
Source: OMol25
Level of theory: ωB97M-V/def2-TZVPD

Last column: Mulliken spin population.
CARTESIAN COORDINATES (ANGSTROEM)
N 2.06656 0.57308 -0.11916  0.604
N -0.24998 1.03930 -0.19243  -0.032
N 0.87360 0.29210 -0.06136  0.235
O 0.51937 -1.38464 0.08297  0.478
O 2.92420 -0.28837 0.08704  0.732
H -0.88020 0.86621 0.49034  0.007
H -0.55607 1.03313 -1.12920  0.007
H 0.75031 -1.53109 0.97662  -0.030

Force components x, y, z for each atom (eV/Å):
1.765 1.001 -2.995
4.482 1.411 -2.486
-3.636 -0.678 4.293
-0.762 -0.980 -2.817
0.629 0.104 0.995
-2.299 -1.069 2.276
-0.781 0.195 -1.001
0.601 0.016 1.735

frontier orbital gap (spin up / spin down) = 0.27538 / 0.29972 hartree
multiplicity = 3
LUMO level (spin up / spin down) = 0.65 / -2.03 eV
E_tot = -316.243515 hartree
max |F| = 5.67 eV/A
net charge = 0

# 7
Formula: H3N3O2P
Source: OMol25
Level of theory: ωB97M-V/def2-TZVPD

Last column: Mulliken charge in e.
CARTESIAN COORDINATES (ANGSTROEM)
H 0.13949 0.22769 -2.29533  0.174
N 1.18019 0.34711 -1.94875  -0.622
P 1.45703 -0.02633 -0.42492  0.562
O 2.84600 -0.20242 -0.09632  -0.653
N 0.37535 -0.30540 0.69475  -0.205
N -1.00085 -0.37353 0.46048  -0.291
O -1.84732 0.28849 1.54792  -0.526
H -1.49584 0.29647 -0.22239  0.235
H -1.65404 -0.25208 2.28456  0.326

Force components x, y, z for each atom (eV/Å):
2.606 0.393 1.313
-2.721 -0.580 -0.249
-3.035 0.500 -2.096
2.513 -0.230 1.224
-0.565 0.592 0.186
-2.196 0.806 -0.858
0.923 0.585 -1.082
2.136 -1.072 0.214
0.339 -0.993 1.350

frontier orbital gap = 0.29355 hartree
SMILES = [H]/N=P(/[O-])=N\NO
LUMO level = 4.30 eV
E_tot = -657.872298 hartree
max |F| = 3.72 eV/A
net charge = -1

# 8
Formula: H3N3O2S
Source: OMol25
Level of theory: ωB97M-V/def2-TZVPD

Last column: Mulliken charge in e.
CARTESIAN COORDINATES (ANGSTROEM)
H 0.19297 -1.16237 -1.38228  0.317
N 0.11089 -1.78847 -0.39656  -0.268
N 0.82235 -1.58950 0.50798  0.015
N 1.78550 -0.30909 0.38305  0.978
O 1.75515 0.20447 -0.71322  -0.545
O 2.37159 0.02585 1.39142  -0.497
S -2.85722 1.40883 0.32385  -0.250
H -2.41922 2.54450 -0.21983  0.150
H -1.76202 0.66577 0.10559  0.101

Force components x, y, z for each atom (eV/Å):
0.370 -0.961 2.991
-0.814 0.744 -3.890
0.348 -0.537 2.220
0.607 1.467 -0.525
0.397 0.048 0.764
-0.913 -0.762 -1.565
-0.394 -0.292 0.242
0.344 -0.048 -0.124
0.055 0.340 -0.114

frontier orbital gap = 0.33039 hartree
SMILES = [H]/N=N\[N+](=O)[O-].S
LUMO level = -1.01 eV
E_tot = -714.547057 hartree
max |F| = 4.04 eV/A
net charge = 0

The calculation returns the following ΔE to the lowest compared entry with this formula, charge and spin values, one per record and in order: 72.7, 0.0, 16.2, 182.9, 269.7, 244.4, 436.4, 223.8 kJ/mol.